1.
{
  "formula": "CH11NO5",
  "method": "ωB97M-V with the def2-TZVPD basis set",
  "symbols": ["O", "O", "O", "O", "O", "N", "C", "H", "H", "H", "H", "H", "H", "H", "H", "H", "H", "H"],
  "positions_angstrom": [[-0.56801, 1.29672, 2.48829], [0.13200, -2.12103, 0.20166], [-1.71092, -1.08715, -3.02769], [1.80846, 1.47815, -1.69772], [-0.86411, 1.01309, -1.11140], [0.86502, -1.22181, 2.05267], [-0.18451, -1.69086, 1.30505], [-0.59246, 1.58041, 1.57629], [-1.69726, -0.25767, -2.51197], [-1.23653, 1.83566, 2.96534], [1.68214, -1.08661, 1.48502], [-0.54955, 0.10985, -0.96438], [-0.02585, 1.34597, -1.52307], [-1.20518, -1.64187, 1.68201], [-1.36203, -1.70999, -2.38938], [2.32197, 0.71559, -2.01366], [2.34804, 2.26222, -1.48894], [0.83879, -0.82068, 2.97188]],
  "forces_ev_per_angstrom": [[-0.642, 0.376, 1.120], [-1.357, 0.075, -0.291], [0.002, 0.599, 0.332], [-0.001, 0.135, 0.034], [1.130, -0.112, -0.411], [-0.920, -0.258, 0.120], [2.464, 0.224, -0.427], [-0.140, 0.142, -0.526], [-0.139, -0.159, -0.481], [0.674, -0.473, -0.648], [0.270, -0.126, 0.207], [-0.335, -0.198, 0.455], [-0.820, 0.207, 0.354], [-0.024, -0.058, 0.311], [0.095, -0.482, 0.088], [0.129, 0.837, 0.226], [0.028, -0.950, -0.345], [-0.412, 0.221, -0.116]],
  "nbo_charge": [-0.9636, -0.6530, -0.9559, -0.9772, -0.9777, -0.8133, 0.5198, 0.4892, 0.4812, 0.4747, 0.3959, 0.4680, 0.5004, 0.1458, 0.4655, 0.4983, 0.4958, 0.4059],
  "mol_weight_g_mol": 117.1,
  "total_charge": 0,
  "largest_force_ev_per_a": 2.51,
  "multiplicity": 1,
  "smiles": "NC=O.O.O.O.O",
  "homo_lumo_gap_ev": 10.465,
  "total_energy_ev": -12943.298
}

***

2.
{
  "formula": "CH11O5",
  "method": "ωB97M-V with the def2-TZVPD basis set",
  "symbols": ["O", "O", "O", "O", "O", "C", "H", "H", "H", "H", "H", "H", "H", "H", "H", "H", "H"],
  "positions_angstrom": [[0.69655, 0.21918, 2.56366], [1.67650, 0.49596, -0.76950], [-0.42162, -1.10493, 0.35941], [-2.12441, -0.32022, -1.36871], [0.62412, 2.99787, -1.07119], [-0.54206, -2.52830, 0.07247], [0.25978, 0.30073, 3.39617], [0.26082, -0.43891, 1.99352], [2.31571, 0.39032, -0.08091], [-1.53138, -0.63215, -0.47110], [-0.12561, 3.00997, -0.35101], [0.40844, -2.98957, 0.12630], [0.89766, 0.07605, -0.42680], [-1.82761, 0.67426, -1.42726], [1.13186, 2.26690, -0.78063], [-0.99007, -2.72536, -0.97955], [-1.15635, -3.06535, 0.85705]],
  "forces_ev_per_angstrom": [[1.130, 0.427, -0.377], [0.966, 0.987, -1.044], [-0.469, -1.743, -0.107], [1.399, 2.623, 1.399], [-3.469, 1.989, 1.833], [-1.474, 1.785, -0.104], [-0.625, -0.210, 0.523], [-0.599, -0.238, -0.527], [0.543, -0.180, 0.696], [-0.310, 0.463, -1.586], [2.171, 0.042, -2.202], [1.321, -0.619, -0.173], [-1.543, -1.277, 0.564], [-0.867, -2.954, 0.052], [1.137, -1.886, 0.226], [0.539, 0.308, 1.581], [0.150, 0.485, -0.755]],
  "nbo_charge": [-1.0016, -0.9808, -0.9937, -1.0678, -0.9693, -0.2423, 0.4506, 0.5214, 0.4620, 0.5068, 0.4548, 0.1378, 0.5183, 0.4374, 0.4919, 0.1522, 0.1226],
  "mol_weight_g_mol": 103.1,
  "total_charge": -1,
  "largest_force_ev_per_a": 4.40,
  "multiplicity": 1,
  "homo_lumo_gap_ev": 8.273,
  "total_energy_ev": -11453.620
}

***

3.
{
  "formula": "CH12ClO5",
  "method": "ωB97M-V with the def2-TZVPD basis set",
  "symbols": ["Cl", "O", "O", "O", "O", "O", "C", "H", "H", "H", "H", "H", "H", "H", "H", "H", "H", "H", "H"],
  "positions_angstrom": [[0.34089, -0.62930, 1.87591], [3.63386, -4.16274, -0.78871], [-0.00751, 4.52702, 1.89082], [-2.37584, 0.50104, -2.82752], [3.93833, 2.49038, -0.40253], [-3.06436, -1.22831, 5.42489], [-2.38164, -0.56638, -3.79105], [-2.05713, 0.08366, -2.02390], [-2.23906, -1.01573, 4.98909], [0.16550, 3.59709, 2.03755], [4.21126, -3.47747, -1.12524], [-3.13892, -1.33313, -3.62760], [-2.52187, -0.24091, -4.82183], [3.29459, 1.99548, 0.10432], [3.02174, -3.70085, -0.21582], [-1.46758, -1.15962, -3.76550], [4.55091, 1.82873, -0.72378], [-2.96930, -2.14455, 5.68510], [-0.93391, 4.63562, 2.10578]],
  "forces_ev_per_angstrom": [[0.029, 0.054, -0.025], [0.134, -0.314, -0.134], [0.118, 0.365, -0.023], [-0.170, -0.903, -1.070], [0.182, 0.293, -0.121], [-0.314, 0.092, 0.248], [0.191, -0.497, 0.141], [0.077, 0.239, 0.356], [0.318, 0.121, -0.342], [0.087, -0.422, -0.010], [0.094, 0.168, -0.058], [-0.554, 0.237, 0.366], [0.050, 0.624, 0.256], [-0.337, -0.176, 0.206], [-0.283, 0.184, 0.228], [0.437, 0.308, 0.009], [0.099, -0.156, -0.055], [0.040, -0.190, 0.002], [-0.199, -0.028, 0.026]],
  "nbo_charge": [-0.9993, -0.9478, -0.9477, -0.7165, -0.9454, -0.9489, -0.2550, 0.4807, 0.4883, 0.4855, 0.4632, 0.1541, 0.1715, 0.4856, 0.4845, 0.1651, 0.4596, 0.4604, 0.4620],
  "mol_weight_g_mol": 139.6,
  "total_charge": -1,
  "largest_force_ev_per_a": 1.41,
  "multiplicity": 1,
  "homo_lumo_gap_ev": 7.263,
  "total_energy_ev": -23993.314
}

***

The records above yield relative energy (zero: lowest compared OMol25 entry of this formula, charge and spin) values of 80.4; 99.9; 133.5 kJ/mol, respectively.